Formula: C40H94N6O7
Source: the OMol25 dataset
Level of theory: ωB97M-V/def2-TZVPD

HOMO	-7.821	eV
charge	0
LUMO level	0.0175	Ha
SMILES	CC1(C)CCCC(C)(C)N1O.CC1(C)CCCC(C)(C)N1O.CC1(C)CCCC(C)(C)N1O.COC[C@H](C)N.COC[C@H](C)N.COC[C@H](C)N.CO

```
147
Properties=species:S:1:pos:R:3:forces:R:3:mulliken_charge:R:1
H -6.2821 2.5891 0.2824 0.1 0.3 -0.1 0.502
H -2.5138 2.0834 -3.0073 0.3 0.1 0.2 0.070
C -3.0477 -2.4505 2.3071 0.0 -1.2 0.3 -1.448
C -5.8048 2.5893 1.2655 0.7 -1.2 -0.4 -0.904
C -2.7958 -2.0970 -5.8133 -0.5 -0.1 0.3 -1.815
H 0.7579 0.8133 -1.3886 -0.1 0.3 0.1 -0.255
H 5.0841 -1.0115 -3.0336 -0.3 0.3 0.2 0.115
O -2.3497 -0.7234 -3.1701 -0.7 -0.2 0.1 -0.609
H -5.2305 3.4899 1.4776 -0.5 0.4 -0.1 0.298
H -0.9844 -1.6873 3.6028 0.0 -0.1 0.1 0.565
H -4.1804 1.9072 -5.5516 0.3 0.2 0.2 0.383
H -2.7188 -3.1767 -5.9479 0.1 0.0 0.1 0.429
H -6.9023 0.2832 2.0118 -0.2 -0.2 0.1 0.153
H -3.9643 0.1860 -5.8452 0.2 0.2 -0.4 0.389
H -2.4122 -1.8634 1.6477 -0.3 0.2 -0.1 0.015
H 7.4431 -0.6530 1.7861 0.1 0.1 0.0 0.369
H 4.7760 0.1299 4.9797 -0.3 -0.5 -0.4 0.472
H 4.1879 6.6060 -2.3770 0.3 0.2 0.1 0.321
H -4.0690 -5.3650 6.4820 0.3 0.1 -0.5 0.376
H -0.4936 1.7754 -5.9140 0.1 -0.2 0.1 0.393
H 3.3894 4.2591 -2.8102 -0.2 0.0 -0.2 0.434
H -1.7167 -3.8674 5.4347 0.0 0.0 -0.1 0.339
O -0.1383 0.4562 -1.2319 0.1 -0.2 0.0 0.393
N 2.2235 2.1497 -1.6121 0.4 0.7 -0.2 0.136
H 2.8380 -1.4524 -3.8689 -0.5 -0.2 -0.2 0.701
H 6.8980 -1.5233 -3.8217 0.2 -0.1 -0.2 0.305
C -4.4504 0.9657 0.0692 0.1 -0.2 0.1 -0.549
H 4.1697 -0.5246 -5.3317 -0.1 -0.5 0.5 0.355
H 4.9993 1.7928 2.3961 0.1 -0.2 -0.1 0.244
H 1.2871 -0.4430 -3.7003 0.2 0.1 -0.9 -0.512
C 3.3743 6.7524 -1.6610 0.1 -0.3 -0.6 -0.773
C -1.3417 0.2212 -7.1764 1.4 0.1 1.4 -0.716
C 2.7642 4.5085 -1.9400 0.5 0.1 0.0 -0.756
H 3.7478 6.5975 -0.6463 0.0 -0.1 0.1 0.322
H 4.3013 -0.7280 -0.1081 0.0 0.2 -0.1 0.137
H -1.6457 -0.6366 -2.5114 0.2 0.3 -0.1 0.248
H -1.9710 3.1050 -4.3220 0.1 0.0 -0.2 0.445
H -2.0779 2.1042 -6.6145 0.3 0.4 0.2 0.432
H -6.5129 -2.7679 5.6717 0.1 -0.6 -0.5 0.495
H 3.0119 7.7725 -1.7445 -0.2 0.0 -0.1 0.258
O 6.0615 -2.7132 2.5350 -0.1 0.3 -0.1 -0.431
C 5.7453 0.9991 -2.6110 0.9 -0.1 -0.3 -1.336
C -1.4683 1.3350 -6.1252 -1.2 0.3 -1.0 -1.339
H -1.0171 -2.7584 -3.5361 0.1 0.5 0.1 0.392
C 5.4365 -0.1415 -3.6020 0.3 -0.3 1.1 1.097
C 3.3956 -2.1412 1.6863 0.2 -0.7 -1.1 -1.857
H -4.5099 1.7156 -0.7229 0.1 -0.2 -0.2 0.589
C 4.3398 0.2346 -4.5561 -0.1 0.2 -1.7 -1.283
N 5.3620 -1.5600 3.0124 0.0 0.2 0.4 0.032
H 5.7825 -1.5000 0.3204 0.4 0.2 0.2 0.442
H -4.0399 -2.6530 1.8989 0.0 0.4 -0.2 0.351
C -5.6274 -1.5651 4.0841 -0.6 0.5 1.2 -0.567
H -4.2540 0.6438 -4.2575 -0.2 0.5 0.0 0.284
H -4.0904 -0.1149 4.5845 0.1 -0.3 0.4 0.411
H -1.5533 -1.1656 5.1320 -0.5 0.7 0.2 0.340
H 7.3177 -0.4744 5.6371 -0.4 0.7 -0.4 0.372
H 3.7812 -2.9687 1.0754 0.5 -0.1 0.6 0.464
H -0.0815 0.5017 0.8794 0.7 0.2 -0.1 0.334
H 4.5981 1.0628 -5.2262 0.2 0.4 0.6 0.383
H 3.4409 4.3784 -1.0784 -0.1 0.0 0.1 0.397
H -1.1893 -0.5219 0.1735 0.2 -0.7 -0.2 -0.108
C -4.3281 -4.3073 6.5217 -0.3 0.3 0.7 -1.988
H -2.2924 -0.0335 -7.6340 0.0 -0.1 0.0 0.384
H 1.5024 4.0154 0.3444 -0.2 -0.1 0.2 0.309
H 7.4290 -0.0014 -3.9000 0.2 -0.1 -0.3 0.309
C 1.6354 3.5152 -1.7512 -0.3 -1.2 0.4 0.503
H -6.4158 -0.8203 4.2459 0.3 0.3 0.2 0.408
C 3.5857 0.0979 2.5307 0.8 1.5 0.2 -0.926
C -6.8622 2.2982 2.2821 -1.6 -0.1 1.8 0.372
H -7.6828 3.0192 2.2024 0.4 0.5 -0.3 0.365
H 6.5858 0.6413 -2.0108 -0.2 0.1 0.4 0.524
H -5.8556 1.5088 4.0889 0.1 0.0 -0.1 0.057
C 4.4451 -1.0497 1.9697 -1.1 -0.9 0.2 2.065
O -4.8227 1.5382 1.3020 -0.1 -0.1 0.4 -0.260
H -4.2093 -5.1790 3.7229 0.1 0.1 0.1 0.351
H 4.9547 1.3820 -1.9696 -0.2 -0.4 -0.1 -0.068
H 0.3050 -0.5454 -6.0309 0.0 0.0 0.0 0.012
H -2.6030 -3.4466 2.3915 0.3 0.1 -0.3 0.509
H 0.5947 -0.9753 0.0840 -0.2 -0.2 0.2 0.105
H 6.3022 -1.8647 5.2975 0.2 -0.1 0.0 0.433
H -0.4064 -1.7560 -7.1066 0.0 -0.1 0.1 0.447
N 6.6986 -0.6201 -4.2289 -0.7 0.5 0.0 -0.748
H 5.5191 0.2967 0.6265 0.4 -0.2 -0.1 0.238
C 4.4423 1.2263 3.1491 0.2 -0.7 -0.4 -0.692
H -0.8084 1.9898 -3.5189 0.0 0.0 0.0 0.127
H -7.3842 2.3680 4.3263 0.1 0.0 0.3 0.396
N -7.5785 1.0388 2.0220 1.0 -0.1 -1.1 -0.678
H -8.3115 0.8391 2.6828 0.1 0.1 0.2 0.300
O 2.3444 5.8476 -2.0073 -0.5 0.2 0.4 -0.373
C -1.8308 2.1278 -3.8619 -1.2 -0.8 0.6 -1.502
H 5.5251 -3.4171 2.9158 0.2 -0.1 0.0 0.373
H 8.3227 0.1922 2.9973 -0.2 0.1 0.5 0.419
C -2.2506 1.0024 -4.8236 1.3 0.1 -1.7 1.603
C -1.4885 -1.4453 -5.2799 -0.8 -0.3 0.0 1.438
H -1.8343 -0.2142 3.5298 0.0 0.4 0.7 0.351
H 2.9422 -0.1755 3.3679 -0.1 -0.7 -0.3 0.480
H 2.6467 -1.7906 0.9687 -0.2 0.5 0.5 -0.044
H 2.3297 -0.5853 -2.4012 0.4 -0.2 0.0 -0.270
H -5.0410 0.0709 -0.1627 -0.3 0.3 -0.2 0.243
C -5.5268 -2.4258 5.3401 0.0 -0.3 0.5 -1.536
C 2.3551 -0.5495 -3.4999 0.3 0.3 1.3 0.232
H 7.9098 -1.6367 4.5422 -0.2 -0.4 0.1 0.418
H -5.2844 -4.2852 7.0543 0.0 0.0 -0.1 0.439
H 0.1102 4.6083 -0.6451 0.6 0.5 0.1 0.372
H -5.2336 -1.8787 6.2441 0.4 0.6 -0.4 0.347
H -0.7629 -3.4737 -5.0513 -0.2 0.2 -0.3 0.512
H 6.1569 1.8649 -3.1433 -0.2 0.0 -0.2 0.454
C -0.1582 -0.1900 0.0299 -0.8 0.7 0.1 -0.446
H -4.3171 -0.3980 2.8961 0.2 0.1 0.1 -0.072
C -3.7318 0.9988 -5.1557 -0.8 -1.2 0.8 -1.765
H 2.6779 1.9500 -2.5101 0.1 -0.3 0.4 0.009
H -3.6206 -3.8080 7.1880 0.1 0.1 -0.2 0.430
H 0.1255 2.9860 -0.3027 0.6 -0.4 0.3 0.204
H 3.8230 1.9856 3.6284 -0.1 -0.2 0.2 0.460
C -4.5074 -3.5763 5.1904 -0.1 -0.7 -1.4 1.674
H 2.9526 0.4765 1.7248 0.0 -0.1 0.0 -0.045
H -3.4264 0.5931 0.1555 0.1 0.3 0.0 -0.113
H -6.0785 -2.0883 3.2376 0.7 -0.4 -0.1 0.275
H 2.9040 -2.5293 2.5765 0.1 0.1 0.1 0.549
C -0.6696 -2.5093 -4.5375 0.0 -1.0 -0.4 -1.930
C 6.3030 -0.5882 3.5903 -0.8 1.7 1.1 2.125
O -2.2229 -3.9821 4.6228 0.1 -0.2 -0.4 -0.490
C 7.3111 0.0381 2.6241 0.1 -0.7 -0.9 -1.676
H 6.9267 0.9692 2.2120 0.2 0.1 0.0 0.232
C 5.3660 0.5145 4.1392 0.0 1.3 1.0 -1.604
C -6.4420 2.3716 3.7772 -0.1 0.2 -0.6 -1.082
H 0.9944 3.3528 -2.6213 -0.1 0.9 0.0 0.309
C -5.0237 -4.5930 4.1520 -0.3 -0.5 0.1 -1.887
H 0.4053 -2.3354 -4.5992 -0.1 0.4 0.5 0.305
H -5.9076 3.2927 4.0189 0.0 0.0 0.0 0.375
H -5.6813 -5.3163 4.6429 -0.2 0.1 -0.1 0.475
C 5.1047 -0.7088 0.6362 -0.9 0.2 -0.3 -1.510
C -0.6372 -0.9315 -6.4261 -0.6 0.2 -1.0 -1.021
H -3.5941 -1.9071 -5.0929 0.1 -0.3 0.1 0.357
C 0.8303 3.8002 -0.4842 -1.0 0.2 -1.0 -1.428
H -5.5695 -4.1409 3.3241 0.0 0.1 0.1 0.322
C -3.1234 -1.9238 3.7407 0.7 0.4 0.5 2.455
C 6.9804 -1.1396 4.8424 0.7 -1.6 -0.4 -2.024
N -3.2279 -3.0158 4.7155 -1.1 1.3 1.7 0.317
O 3.1374 0.5735 -3.8981 -0.3 0.0 -0.3 -0.392
C -4.2745 -0.9113 3.8630 -0.6 -0.2 -1.1 -0.875
N -1.7862 -0.3169 -4.3868 1.7 0.7 0.6 1.190
H -0.6560 0.6036 -7.9340 -0.2 -0.1 -0.3 0.428
H 2.9560 2.2444 -0.9075 0.0 -0.4 -0.1 -0.070
H 5.9499 1.2477 4.7105 0.4 0.1 -0.5 0.464
C -1.8215 -1.1573 4.0796 0.7 -1.1 -1.6 -2.334
H -3.1793 -1.7029 -6.7545 0.3 0.2 -0.1 0.276
```
Positions in Å, forces in eV/Å.


Formula: C4H8N2O2
Source: the OMol25 dataset
Level of theory: ωB97M-V/def2-TZVPD

HOMO	-10.219	eV
charge	0
LUMO level	0.0264	Ha
SMILES	CCC(=O)NC(N)=O

```
16
Properties=species:S:1:pos:R:3:forces:R:3:mulliken_charge:R:1
H -1.4527 1.1622 1.0008 0.5 0.7 -1.3 0.218
C -0.8942 1.2722 -0.0038 -0.2 0.1 3.4 -0.193
C 1.9372 -1.2383 0.6185 -2.1 2.0 0.0 0.318
O -0.8238 -1.1545 0.1691 -1.0 1.3 -0.1 -0.714
H -0.1802 2.1082 0.1512 -0.2 -0.6 -0.2 0.280
C -1.8259 1.5338 -1.1100 0.0 0.4 -3.1 -1.176
H -1.2334 1.4703 -2.0667 -0.4 0.5 0.7 0.304
H 0.3406 -2.5800 0.7837 -0.2 -0.2 -0.2 0.294
O 3.0398 -0.9413 0.9910 1.0 -0.6 -0.3 -0.588
H -2.5305 0.7403 -1.3056 -0.6 -0.2 0.6 0.317
H -2.3298 2.5317 -1.1249 0.4 -0.9 0.4 0.309
C -0.2389 -0.0777 0.0605 1.3 -2.2 -0.5 0.650
H 1.5913 0.7681 -0.0728 0.6 -0.4 0.4 0.233
H 2.1222 -3.0158 1.0556 -0.9 -1.2 0.5 0.243
N 1.3332 -2.4524 0.7835 2.3 1.5 -0.5 -0.320
N 1.1451 -0.1268 0.0699 -0.8 -0.2 0.2 -0.176
```
Positions in Å, forces in eV/Å.


Formula: C2H3Br3S
Source: the OMol25 dataset
Level of theory: ωB97M-V/def2-TZVPD

HOMO	-9.654	eV
charge	0
LUMO level	-0.0026	Ha

```
9
Properties=species:S:1:pos:R:3:forces:R:3:mulliken_charge:R:1
S -1.4150 -0.2294 0.4343 2.7 -1.4 0.4 -0.111
H -1.8930 0.8559 -0.0211 -0.7 2.0 -0.8 0.124
H 0.9490 0.4624 -0.4612 -0.1 0.6 -1.3 0.509
Br 0.0091 1.0496 3.2433 0.2 0.0 -0.4 0.057
Br 2.7674 1.2834 1.6865 -0.6 0.1 -0.1 -0.015
Br 0.2376 2.9986 0.7393 0.0 0.5 0.2 0.006
C 0.7880 1.3161 1.4869 0.4 0.2 -0.3 0.025
C 0.4500 0.2574 0.4438 -2.0 -0.7 2.1 -1.009
H 0.9204 -0.6177 0.8215 0.1 -1.1 0.3 0.415
```
Positions in Å, forces in eV/Å.


Formula: C31H32N6O10RhS
Source: the OMol25 dataset
Level of theory: ωB97M-V/def2-TZVPD

HOMO (alpha / beta)	-4.574 / -5.905	eV
expectation value of S²	6.061
charge	-1
LUMO level (alpha / beta)	0.0529 / 0.0261	Ha
spin multiplicity	5

```
81
Properties=species:S:1:pos:R:3:forces:R:3:mulliken_spin:R:1
H 2.4282 -0.9149 2.4615 0.0 0.0 0.0 -0.004
C 4.3103 1.8016 3.2310 0.0 0.0 0.0 0.000
C -3.9306 -1.7613 0.0886 0.0 0.0 0.0 -0.094
H 0.2979 6.4932 -4.2744 0.0 0.0 0.0 0.000
H -0.4552 -4.8040 1.8385 0.0 0.0 0.0 0.002
C 0.0702 6.7857 -3.2495 0.0 0.0 0.0 0.000
Rh -0.9765 -1.1358 -0.7999 0.1 -0.1 0.0 1.802
C -4.4176 -1.6317 -1.3614 0.0 0.0 0.0 0.148
N 3.3308 1.0744 1.0705 0.0 0.0 0.0 0.000
H -5.5118 -3.0571 0.7828 0.0 0.0 0.0 0.002
H 3.3959 -0.5019 7.0593 0.0 0.0 0.0 0.000
C -1.2355 -4.0755 -1.8683 0.0 0.0 0.0 0.231
C 4.1898 0.1229 6.6495 0.0 0.0 0.0 0.000
O -3.2571 -6.9494 0.1689 0.0 0.0 0.0 0.046
C 3.5671 0.9148 2.4586 0.0 0.0 0.0 0.000
N -2.5035 -1.7451 0.0832 0.0 0.0 0.0 1.357
H 5.1352 -0.4039 6.8026 0.0 0.0 0.0 0.000
H 2.8075 0.3162 0.6602 0.0 0.0 0.0 0.000
N 3.3236 2.0851 -1.0549 -0.1 0.1 0.0 0.000
C -1.2539 4.6887 -0.3744 0.0 0.0 0.0 0.000
O 4.3213 3.0998 0.6738 0.0 0.0 0.0 0.000
O -2.6586 2.3805 0.9237 0.0 0.0 0.0 0.003
H 4.7311 2.6863 2.7838 0.0 0.0 0.0 0.000
C -0.2870 -3.2402 -1.2021 0.0 0.1 0.0 -0.121
C 3.6733 2.1369 0.3019 0.1 -0.1 0.0 0.000
C -4.4231 -3.0763 0.7060 0.0 0.0 0.0 0.113
C -0.0053 -3.5770 0.1624 0.0 0.0 0.0 0.187
S -1.4748 2.0146 0.1846 0.0 0.0 -0.1 0.019
H -4.0486 -0.7021 -1.7975 0.0 0.0 0.0 -0.017
N -2.3734 -6.3714 0.7847 0.0 0.0 0.0 -0.004
C 1.4224 0.5544 -1.2415 0.0 0.0 0.0 -0.026
C 4.4891 1.5366 4.5825 0.0 0.0 0.0 0.000
H -4.0669 -2.4721 -1.9640 0.0 0.0 0.0 -0.026
H -4.0478 -0.6482 1.9485 0.0 0.0 0.0 -0.005
C -0.3491 5.5978 -2.4250 0.0 0.0 0.0 0.000
H 3.7475 2.8584 -1.5412 0.0 0.0 0.0 0.000
H 0.9618 7.2562 -2.8295 0.0 0.0 0.0 0.000
O 0.7472 -1.4258 0.6571 0.0 0.0 0.0 0.139
H 1.1573 0.6360 -0.1990 0.0 0.0 0.0 0.034
N 0.6320 -0.2363 -1.9714 -0.1 0.0 -0.1 -0.032
C -1.9282 -5.0771 -1.2299 0.0 0.0 0.0 -0.061
H 5.0631 2.2393 5.1775 0.0 0.0 0.0 0.000
C 3.0167 -0.2195 3.0496 0.0 0.0 0.0 0.003
C 0.7898 -0.3036 -3.2937 0.0 0.0 0.0 0.011
H -5.5052 -0.5548 0.9390 0.0 0.0 0.0 0.008
H 0.5082 -2.8054 -1.8009 0.0 0.0 0.0 -0.014
C 3.2161 -0.4639 4.3956 0.0 0.0 0.0 0.001
H 3.4222 1.7805 -3.6578 0.0 0.0 0.0 0.000
H -4.1382 -3.9290 0.0897 0.0 0.0 0.0 -0.014
O -0.9440 -2.9009 -3.8010 0.0 0.0 0.0 0.032
H -5.5092 -1.6212 -1.3851 0.0 0.0 0.0 0.001
C -1.6327 -5.3249 0.0999 0.0 0.0 0.0 0.114
O -2.3478 -4.5382 -3.8282 0.0 0.0 0.0 0.081
H -2.6730 -5.6566 -1.7517 0.0 0.0 0.0 0.003
O 1.6768 -3.1334 1.7809 0.0 0.0 0.0 0.014
C 3.9557 0.4074 5.1894 0.0 0.0 0.0 0.000
C -0.2106 4.3021 -2.9093 0.0 0.0 0.0 0.000
C -1.0933 3.4016 -0.8676 0.0 -0.1 0.0 0.001
H 4.2301 1.0453 7.2306 0.0 0.0 0.0 0.000
H -1.6748 4.8242 0.6132 0.0 0.0 0.0 0.000
O -1.7284 0.9197 -0.8022 0.0 0.0 0.1 -0.058
H 2.7767 -1.3541 4.8309 0.0 0.0 0.0 0.000
H 0.1202 -0.9585 -3.8304 0.0 0.0 0.0 -0.001
C -0.8822 5.7741 -1.1503 0.0 0.0 0.0 0.000
H 1.8772 0.3715 -5.0074 0.0 0.0 0.0 0.000
H 0.1842 4.1445 -3.9074 0.0 0.0 0.0 0.000
H -4.0055 -3.2097 1.7046 0.0 0.0 0.0 -0.015
C 1.7744 0.4317 -3.9329 0.0 0.0 0.0 0.006
C 2.4684 1.2793 -1.7994 0.0 -0.1 0.0 -0.005
O -2.0761 -6.6166 1.9406 0.0 0.0 0.0 0.031
C 2.6291 1.2150 -3.1824 0.0 0.0 0.0 0.004
O -0.2830 1.7696 0.9672 0.0 0.0 0.0 -0.003
H -4.0434 0.3713 0.5137 0.0 0.0 0.0 -0.011
C -0.5799 3.2076 -2.1399 0.0 0.0 0.0 -0.005
C 0.9103 -2.6621 0.9501 0.0 0.0 0.0 -0.012
H -1.0094 6.7781 -0.7605 0.0 0.0 0.0 0.000
C -0.6669 -4.5903 0.8014 0.0 0.0 0.0 0.055
N -1.5285 -3.8325 -3.2580 -0.1 0.0 0.0 -0.008
H -0.7153 7.5424 -3.2790 0.0 0.0 0.0 0.000
H -0.4935 2.2039 -2.5337 0.0 0.0 0.0 0.006
C -4.4130 -0.5670 0.9244 0.0 0.0 0.0 0.083
```
Positions in Å, forces in eV/Å.


F_max: 0.0475; 0.0671; 0.0597; 0.0025 (Eh/bohr)
Relative energy (zero: lowest compared OMol25 entry of this formula, charge and spin): 41.3; 47.4; 7.8; 0.0 (kJ/mol)
DFT total energy: -2435.4117; -417.2379; -8198.2084; -2790.0930 (Ha)